C29H44IO23P | ωB97M-V/def2-TZVPD

Calculated values
E_LUMO = -1.29 eV
SMILES string = O=C1C=CC(=O)c2cc(P(O)I)c(COO)cc21.COC(=O)OC.COC(=O)OC.COC(=O)OC.COC(=O)OC.COC(=O)OC.COC(=O)OC
largest force on an atom = 2.31 eV/A
energy = -3500.9626 hartree
Kohn-Sham gap = 7.433 eV
HOMO = -0.321 Eh
net charge = 0

Geometry as XYZ:
```
98
C29H44IO23P ωB97M-V/def2-TZVPD
O 1.715 -5.810 1.562
C 1.503 -4.638 1.306
C 2.597 -3.709 0.905
C 2.419 -2.416 1.129
C 1.149 -1.868 1.723
O 1.166 -0.751 2.203
C -0.063 -2.738 1.661
C -1.329 -2.261 1.828
C -2.425 -3.091 1.784
P -4.021 -2.231 2.085
O -4.941 -2.224 0.705
I -5.263 -3.596 3.736
C -2.232 -4.442 1.528
C -3.381 -5.433 1.435
O -4.535 -4.918 0.823
O -4.228 -4.863 -0.564
C -0.964 -4.956 1.356
C 0.090 -4.102 1.443
H 3.498 -4.119 0.463
H 3.188 -1.687 0.890
H -1.493 -1.202 2.018
H -5.421 -1.387 0.754
H -3.022 -6.261 0.809
H -3.595 -5.866 2.413
H -4.591 -4.005 -0.830
H -0.833 -6.016 1.181
C 7.339 -0.854 -3.655
O 5.999 -0.650 -3.195
C 5.889 0.215 -2.191
O 6.794 0.809 -1.665
O 4.599 0.310 -1.863
C 4.339 1.215 -0.789
H 7.297 -1.572 -4.468
H 7.762 0.075 -4.031
H 7.960 -1.260 -2.858
H 4.642 2.226 -1.055
H 4.845 0.890 0.119
H 3.267 1.212 -0.608
C 7.312 2.386 2.308
O 5.976 2.591 2.772
C 5.874 3.459 3.778
O 6.783 4.052 4.295
O 4.586 3.556 4.111
C 4.326 4.460 5.186
H 7.267 1.668 1.492
H 7.734 3.315 1.928
H 7.938 1.980 3.100
H 4.631 5.471 4.920
H 4.834 4.135 6.093
H 3.253 4.448 5.358
C 9.166 -2.088 -8.492
O 10.290 -1.208 -8.478
C 10.377 -0.449 -7.387
O 9.611 -0.455 -6.459
O 11.459 0.318 -7.501
C 11.679 1.192 -6.391
H 9.209 -2.645 -9.424
H 9.215 -2.789 -7.660
H 8.235 -1.524 -8.460
H 11.828 0.621 -5.476
H 10.847 1.885 -6.277
H 12.582 1.757 -6.606
C -9.119 -3.390 7.190
O -7.965 -2.550 7.211
C -7.861 -1.791 8.302
O -8.635 -1.767 9.222
O -6.750 -1.063 8.194
C -6.509 -0.195 9.302
H -9.087 -3.950 6.259
H -9.102 -4.089 8.024
H -10.030 -2.794 7.211
H -6.390 -0.768 10.221
H -7.317 0.528 9.408
H -5.585 0.337 9.095
C -7.398 3.148 -0.704
O -6.370 2.197 -0.413
C -5.260 2.725 0.104
O -5.071 3.890 0.332
O -4.395 1.733 0.323
C -3.149 2.155 0.880
H -8.236 2.593 -1.116
H -7.720 3.655 0.204
H -7.057 3.870 -1.443
H -3.300 2.622 1.852
H -2.634 2.837 0.205
H -2.536 1.267 1.015
C -4.631 3.147 -3.782
O -4.835 3.753 -5.058
C -6.100 3.722 -5.477
O -7.029 3.244 -4.880
O -6.157 4.313 -6.670
C -7.464 4.352 -7.243
H -3.574 3.234 -3.548
H -5.204 3.666 -3.015
H -4.898 2.092 -3.810
H -8.145 4.919 -6.610
H -7.844 3.344 -7.403
H -7.376 4.853 -8.203
```